<1>
Entry from OMol25: 2 unconnected molecules or ions with the total composition C9H14 (ωB97M-V with the def2-TZVPD basis set).

Results
- structure (SMILES) = Cc1ccccc1.CC
- Kohn-Sham gap (eV) = 10.037
- 2S+1 = 1
- HOMO (eV) = -9.03
- charge = 0
- LUMO energy (eV) = 1.01

Bonds (Å) are listed after each position.
Cartesian coordinates (Å):
1 H 4.11 0.30 0.66  C21 1.101
2 H -2.62 -1.08 -2.44  C22 1.097
3 H 1.06 -1.32 3.23  C12 1.099
4 H -1.21 1.72 -2.72  C23 1.064
5 H 3.42 -0.56 2.93  C15 1.096
6 H -1.51 -0.73 0.72  C19 1.075
7 C 0.83 0.25 0.21  C8 1.435, C9 1.394, H14 1.087
8 C 0.36 -0.32 1.44  C7 1.435, C12 1.361, C19 1.492
9 C 2.19 0.36 -0.07  C7 1.394, H13 1.091, C21 1.403
10 H -1.02 -0.54 -3.03  C22 1.072
11 H -2.74 1.25 -3.37  C23 1.073
12 C 1.29 -0.66 2.38  H3 1.099, C8 1.361, C15 1.388
13 H 2.62 0.37 -1.07  C9 1.091
14 H 0.04 0.58 -0.46  C7 1.087
15 C 2.64 -0.42 2.18  H5 1.096, C12 1.388, C21 1.364
16 H -1.55 -0.52 -1.23  C22 1.127
17 H -1.50 -1.20 2.47  C19 1.207
18 H -2.80 1.54 -1.60  C23 1.235
19 C -1.11 -0.39 1.66  H6 1.075, C8 1.492, H17 1.207, H20 1.091
20 H -1.69 0.48 1.96  C19 1.091
21 C 3.07 0.11 0.99  H1 1.101, C9 1.403, C15 1.364
22 C -1.80 -0.36 -2.32  H2 1.097, H10 1.072, H16 1.127, C23 1.548
23 C -2.08 1.15 -2.52  H4 1.064, H11 1.073, H18 1.235, C22 1.548

In the Löwdin picture, each atom carries the following charge in e: atom 1 (H): 0.107, atom 2 (H): 0.066, atom 3 (H): 0.118, atom 4 (H): 0.040, atom 5 (H): 0.109, atom 6 (H): 0.032, atom 7 (C): -0.032, atom 8 (C): -0.285, atom 9 (C): -0.083, atom 10 (H): 0.056, atom 11 (H): 0.035, atom 12 (C): -0.072, atom 13 (H): 0.105, atom 14 (H): 0.082, atom 15 (C): -0.102, atom 16 (H): 0.029, atom 17 (H): 0.129, atom 18 (H): 0.123, atom 19 (C): -0.066, atom 20 (H): 0.077, atom 21 (C): -0.118, atom 22 (C): -0.172, atom 23 (C): -0.174

<2>
Entry from OMol25: 2 unconnected molecules or ions with the total composition C9H14 (ωB97M-V with the def2-TZVPD basis set).

Results
- structure (SMILES) = Cc1ccccc1.CC
- Kohn-Sham gap (eV) = 9.973
- 2S+1 = 1
- HOMO (eV) = -8.97
- charge = 0
- LUMO energy (eV) = 1.00

Bonds (Å) are listed after each position.
Cartesian coordinates (Å):
1 H -2.12 -1.28 -0.26  C20 1.081
2 H 4.26 -1.30 -1.76  C21 1.095
3 C -0.71 1.49 1.97  H9 1.073, C11 1.379, C12 1.398
4 H 2.20 0.06 -1.22  C6 1.094
5 C -0.65 -0.73 1.15  H10 1.066, C11 1.408, C20 1.371
6 C 2.52 -0.80 -0.63  H4 1.094, H17 1.080, C21 1.519, H23 1.094
7 C -2.15 0.86 0.14  C8 1.492, C12 1.378, C20 1.413
8 C -2.92 1.18 -1.09  C7 1.492, H14 1.096, H15 1.091, H18 1.089
9 H -0.36 2.24 2.66  C3 1.073
10 H -0.21 -1.69 1.30  C5 1.066
11 C -0.12 0.25 2.01  C3 1.379, C5 1.408, H19 1.079
12 C -1.67 1.82 1.00  C3 1.398, C7 1.378, H22 1.069
13 H 3.62 -2.64 -0.91  C21 1.075
14 H -3.70 0.47 -1.41  C8 1.096
15 H -2.25 1.13 -1.95  C8 1.091
16 H 2.84 -2.10 -2.40  C21 1.078
17 H 3.03 -0.49 0.27  C6 1.080
18 H -3.46 2.13 -1.07  C8 1.089
19 H 0.66 0.02 2.72  C11 1.079
20 C -1.68 -0.46 0.29  H1 1.081, C5 1.371, C7 1.413
21 C 3.32 -1.78 -1.48  H2 1.095, C6 1.519, H13 1.075, H16 1.078
22 H -2.01 2.83 0.98  C12 1.069
23 H 1.56 -1.21 -0.31  C6 1.094

In the Löwdin picture, each atom carries the following charge in e: atom 1 (H): 0.111, atom 2 (H): 0.063, atom 3 (C): -0.091, atom 4 (H): 0.068, atom 5 (C): -0.112, atom 6 (C): -0.169, atom 7 (C): -0.279, atom 8 (C): -0.064, atom 9 (H): 0.095, atom 10 (H): 0.092, atom 11 (C): -0.089, atom 12 (C): -0.053, atom 13 (H): 0.052, atom 14 (H): 0.078, atom 15 (H): 0.084, atom 16 (H): 0.058, atom 17 (H): 0.062, atom 18 (H): 0.075, atom 19 (H): 0.100, atom 20 (C): -0.052, atom 21 (C): -0.169, atom 22 (H): 0.103, atom 23 (H): 0.036

<3>
Entry from OMol25: 2 unconnected molecules or ions with the total composition C9H14 (ωB97M-V with the def2-TZVPD basis set).

Results
- structure (SMILES) = Cc1ccccc1.CC
- Kohn-Sham gap (eV) = 10.024
- 2S+1 = 1
- HOMO (eV) = -9.00
- charge = 0
- LUMO energy (eV) = 1.02

Bonds (Å) are listed after each position.
Cartesian coordinates (Å):
1 H -3.05 -1.57 0.14  C8 1.091
2 H -1.29 1.11 -0.61  C17 1.085
3 H 0.90 3.99 0.44  C13 1.091
4 C -2.15 -3.24 1.24  C8 1.544, H12 1.099, H14 1.087, H18 1.089
5 H 2.76 2.41 -0.06  C6 1.085
6 C 2.03 1.60 -0.10  H5 1.085, C10 1.400, C15 1.375
7 H -0.45 -1.11 -1.22  C20 1.083
8 C -3.14 -2.65 0.22  H1 1.091, C4 1.544, H19 1.094, H22 1.088
9 H -0.67 3.62 -0.09  C13 1.096
10 C 0.66 1.90 -0.11  C6 1.400, C13 1.504, C17 1.383
11 C 1.54 -0.71 -0.63  C15 1.397, C20 1.380, H21 1.081
12 H -2.66 -3.98 1.88  C4 1.099
13 C 0.16 3.19 0.48  H3 1.091, H9 1.096, C10 1.504, H23 1.085
14 H -1.80 -2.48 1.94  C4 1.087
15 C 2.45 0.31 -0.31  C6 1.375, C11 1.397, H16 1.072
16 H 3.47 -0.02 -0.27  C15 1.072
17 C -0.22 0.92 -0.50  H2 1.085, C10 1.383, C20 1.390
18 H -1.46 -3.91 0.73  C4 1.089
19 H -4.19 -2.75 0.53  C8 1.094
20 C 0.23 -0.35 -0.85  H7 1.083, C11 1.380, C17 1.390
21 H 1.88 -1.72 -0.83  C11 1.081
22 H -2.98 -3.17 -0.72  C8 1.088
23 H -0.15 3.01 1.50  C13 1.085

In the Löwdin picture, each atom carries the following charge in e: atom 1 (H): 0.048, atom 2 (H): 0.110, atom 3 (H): 0.074, atom 4 (C): -0.168, atom 5 (H): 0.110, atom 6 (C): -0.057, atom 7 (H): 0.096, atom 8 (C): -0.172, atom 9 (H): 0.078, atom 10 (C): -0.286, atom 11 (C): -0.094, atom 12 (H): 0.056, atom 13 (C): -0.057, atom 14 (H): 0.060, atom 15 (C): -0.094, atom 16 (H): 0.095, atom 17 (C): -0.060, atom 18 (H): 0.058, atom 19 (H): 0.057, atom 20 (C): -0.096, atom 21 (H): 0.099, atom 22 (H): 0.058, atom 23 (H): 0.083

<4>
Entry from OMol25: 2 unconnected molecules or ions with the total composition C9H14 (ωB97M-V with the def2-TZVPD basis set).

Results
- structure (SMILES) = Cc1ccccc1.CC
- Kohn-Sham gap (eV) = 10.048
- 2S+1 = 1
- HOMO (eV) = -9.05
- charge = 0
- LUMO energy (eV) = 1.00

Bonds (Å) are listed after each position.
Cartesian coordinates (Å):
1 H 0.75 -0.68 -2.33  C12 1.084
2 H 0.51 -1.39 0.15  C3 1.082
3 C 0.93 -0.46 -0.22  H2 1.082, C7 1.396, C12 1.381
4 H 2.82 3.58 -1.85  C14 1.080
5 H 2.50 4.08 -0.20  C14 1.087
6 H -2.74 -4.06 2.15  C22 1.083
7 C 1.16 0.44 0.81  C3 1.396, H10 1.079, C15 1.386
8 C -2.95 -2.73 0.47  H16 1.092, H17 1.097, C22 1.536, H23 1.090
9 H 1.38 1.64 -2.84  C13 1.076
10 H 1.16 0.14 1.85  C7 1.079
11 H -1.39 -2.93 1.97  C22 1.091
12 C 1.02 0.00 -1.52  H1 1.084, C3 1.381, C13 1.392
13 C 1.30 1.33 -1.81  H9 1.076, C12 1.392, C21 1.386
14 C 2.06 3.62 -1.08  H4 1.080, H5 1.087, H19 1.097, C21 1.504
15 C 1.49 1.76 0.53  C7 1.386, H18 1.076, C21 1.399
16 H -2.80 -3.57 -0.21  C8 1.092
17 H -2.38 -1.90 0.03  C8 1.097
18 H 1.64 2.47 1.33  C15 1.076
19 H 1.20 4.23 -1.37  C14 1.097
20 H -2.79 -2.25 2.57  C22 1.093
21 C 1.60 2.22 -0.79  C13 1.386, C14 1.504, C15 1.399
22 C -2.47 -3.04 1.89  H6 1.083, C8 1.536, H11 1.091, H20 1.093
23 H -4.01 -2.48 0.46  C8 1.090

In the Löwdin picture, each atom carries the following charge in e: atom 1 (H): 0.100, atom 2 (H): 0.092, atom 3 (C): -0.098, atom 4 (H): 0.074, atom 5 (H): 0.072, atom 6 (H): 0.058, atom 7 (C): -0.092, atom 8 (C): -0.173, atom 9 (H): 0.108, atom 10 (H): 0.098, atom 11 (H): 0.049, atom 12 (C): -0.092, atom 13 (C): -0.056, atom 14 (C): -0.053, atom 15 (C): -0.056, atom 16 (H): 0.059, atom 17 (H): 0.054, atom 18 (H): 0.103, atom 19 (H): 0.086, atom 20 (H): 0.062, atom 21 (C): -0.285, atom 22 (C): -0.168, atom 23 (H): 0.058

Least stable structure among those shown: <1>.